Entry 1:
{
  "formula": "C47H34F5N3O3P2S3Sc",
  "method": "ωB97M-V/def2-TZVPD",
  "elements": ["Sc", "S", "P", "C", "P", "S", "C", "C", "C", "C", "C", "C", "C", "C", "C", "C", "C", "C", "C", "C", "C", "C", "C", "C", "C", "C", "C", "C", "C", "C", "H", "H", "H", "H", "H", "H", "H", "H", "H", "H", "H", "H", "H", "H", "H", "H", "H", "H", "H", "H", "F", "C", "C", "C", "C", "C", "F", "C", "C", "C", "C", "C", "C", "N", "H", "H", "H", "H", "H", "H", "C", "C", "C", "C", "N", "C", "C", "C", "C", "C", "C", "N", "H", "H", "H", "H", "H", "H", "H", "H", "F", "C", "F", "F", "S", "O", "O", "O"],
  "coordinates": [[0.6834, -1.1703, -0.3195], [-1.8480, -2.1507, 1.5344], [-1.7327, -0.1531, 1.5030], [-0.9816, 0.5388, 0.1611], [-1.6206, 0.4842, -1.3747], [-1.2477, -1.2816, -2.2851], [-3.3966, 0.8525, -1.5862], [-3.8751, 2.0737, -2.0453], [-5.2422, 2.3230, -2.0804], [-6.1352, 1.3549, -1.6480], [-5.6621, 0.1306, -1.1897], [-4.3011, -0.1225, -1.1646], [-0.7964, 1.7924, -2.3707], [-0.5158, 1.6167, -3.7219], [0.1535, 2.6023, -4.4368], [0.5477, 3.7745, -3.8059], [0.2714, 3.9574, -2.4565], [-0.3936, 2.9693, -1.7442], [-0.7959, 0.4261, 3.0055], [-0.0719, -0.6030, 3.8187], [0.8073, 0.7271, 5.8703], [0.4948, 2.1074, 5.4048], [-0.1553, 2.5072, 4.3141], [-0.7868, 1.7393, 3.2417], [-3.3905, 0.5580, 1.8548], [-3.7102, 1.8470, 1.4333], [-4.9661, 2.3798, 1.6787], [-5.9180, 1.6290, 2.3559], [-5.6068, 0.3456, 2.7812], [-4.3501, -0.1888, 2.5284], [-3.1817, 2.8383, -2.3751], [-5.6064, 3.2775, -2.4415], [-7.2001, 1.5530, -1.6641], [-6.3554, -0.6248, -0.8415], [-3.9243, -1.0732, -0.8010], [-0.8024, 0.6868, -4.1991], [0.3738, 2.4490, -5.4867], [1.0752, 4.5413, -4.3611], [0.5873, 4.8646, -1.9548], [-0.5809, 3.0759, -0.6811], [-0.5448, -1.5774, 3.6502], [1.8425, 0.4718, 5.6355], [0.8855, 2.8648, 6.0757], [-0.2448, 3.5821, 4.1902], [-1.3269, 2.3566, 2.5303], [-2.9751, 2.4180, 0.8782], [-5.2075, 3.3752, 1.3257], [-6.9030, 2.0401, 2.5422], [-6.3472, -0.2475, 3.3045], [-4.1071, -1.2001, 2.8315], [-1.1091, -6.2509, -1.9563], [-0.0503, -5.5095, -1.5479], [-0.2501, -4.2325, -1.0719], [0.8304, -3.4505, -0.6527], [2.1145, -4.0349, -0.6901], [2.2636, -5.3158, -1.2172], [3.4969, -5.8821, -1.3598], [1.2045, -6.0780, -1.6593], [3.2499, -3.2550, -0.1421], [4.4391, -3.8363, 0.3108], [5.4142, -3.0445, 0.8809], [5.1948, -1.6822, 1.0027], [3.9902, -1.1836, 0.5510], [3.0444, -1.9334, -0.0152], [-1.2600, -3.8396, -1.0414], [1.3542, -7.0690, -2.0618], [4.5761, -4.9020, 0.2414], [6.3285, -3.4929, 1.2496], [5.9135, -1.0243, 1.4704], [3.7567, -0.1357, 0.6837], [2.3782, -1.9929, -4.6123], [3.1338, -0.8777, -4.9279], [3.2362, 0.1446, -4.0022], [2.5852, 0.0147, -2.7801], [1.8519, -1.0600, -2.4818], [1.7453, -2.0349, -3.3827], [2.6511, 1.0644, -1.7287], [3.4167, 2.2172, -1.8575], [3.4359, 3.1266, -0.8136], [2.6820, 2.8734, 0.3177], [1.9240, 1.7157, 0.3613], [1.9268, 0.8286, -0.6334], [2.2624, -2.8159, -5.3034], [3.6340, -0.7990, -5.8848], [3.8075, 1.0308, -4.2325], [1.1189, -2.8719, -3.1030], [3.9917, 2.4051, -2.7512], [4.0344, 4.0258, -0.8903], [2.6710, 3.5486, 1.1619], [1.3011, 1.4760, 1.2113], [0.6805, 0.7101, 7.2624], [-0.0806, -0.3797, 5.3205], [0.2900, -1.5391, 5.9373], [-1.3718, -0.1436, 5.7082], [1.5795, -0.7932, 3.0986], [2.1949, -1.9701, 3.6435], [2.2891, 0.4559, 3.3067], [1.2140, -0.9457, 1.6673]],
  "forces_ev_per_angstrom": [[-0.165, -0.154, 0.075], [0.080, 0.086, -0.065], [-0.005, -0.082, -0.038], [0.021, 0.117, 0.138], [-0.015, -0.036, -0.156], [-0.007, 0.009, -0.032], [-0.004, -0.023, 0.013], [-0.004, 0.023, -0.010], [0.005, -0.009, -0.001], [0.001, 0.000, 0.003], [0.003, -0.001, -0.004], [-0.001, 0.006, 0.002], [0.016, 0.001, 0.006], [-0.004, -0.004, -0.007], [-0.004, -0.009, 0.003], [-0.002, -0.002, 0.011], [-0.004, -0.003, -0.010], [-0.003, 0.011, 0.011], [-0.016, -0.011, 0.030], [0.006, 0.003, -0.006], [0.007, -0.009, -0.019], [-0.013, 0.013, -0.001], [0.014, 0.010, 0.015], [-0.005, -0.006, -0.011], [-0.009, 0.056, 0.002], [-0.004, -0.010, 0.002], [-0.012, 0.002, 0.002], [0.002, -0.002, -0.003], [0.015, -0.015, 0.001], [0.003, 0.003, -0.006], [-0.004, -0.003, 0.001], [-0.002, -0.001, -0.001], [0.001, 0.000, 0.001], [0.000, 0.002, 0.000], [0.002, -0.002, -0.002], [0.000, -0.002, 0.003], [0.001, 0.005, 0.000], [-0.002, -0.002, -0.004], [0.001, -0.001, -0.002], [0.001, -0.009, -0.002], [0.006, -0.002, -0.001], [0.002, -0.002, 0.001], [0.000, 0.001, -0.002], [0.003, 0.000, 0.002], [-0.002, 0.002, 0.004], [0.005, -0.006, -0.001], [-0.002, -0.001, 0.000], [0.002, 0.002, 0.000], [0.000, 0.002, 0.001], [-0.003, -0.003, 0.001], [-0.002, -0.003, 0.006], [-0.002, -0.012, -0.017], [-0.031, 0.003, 0.010], [0.035, 0.037, -0.046], [0.027, 0.007, -0.002], [-0.009, -0.008, -0.010], [0.006, 0.003, 0.005], [0.002, 0.016, 0.015], [-0.001, 0.039, 0.002], [-0.018, 0.009, -0.011], [0.010, 0.007, 0.007], [0.015, -0.014, 0.001], [-0.022, -0.011, -0.018], [0.028, -0.079, -0.030], [0.003, 0.004, -0.003], [0.002, 0.001, 0.000], [0.003, -0.007, -0.001], [-0.001, 0.002, -0.001], [-0.001, 0.004, -0.002], [-0.001, 0.004, 0.008], [-0.016, -0.036, -0.003], [0.013, 0.049, 0.011], [0.001, -0.043, -0.006], [0.001, 0.010, -0.011], [0.040, 0.048, -0.006], [-0.019, -0.015, 0.007], [0.016, 0.049, 0.002], [-0.007, -0.009, 0.017], [0.009, 0.000, -0.031], [0.002, 0.019, 0.025], [-0.014, -0.026, 0.002], [-0.068, -0.041, -0.020], [0.004, 0.001, 0.002], [-0.002, 0.000, 0.000], [0.000, 0.006, -0.004], [0.001, 0.006, 0.008], [0.006, 0.005, -0.002], [-0.001, 0.000, 0.002], [0.003, 0.003, -0.004], [-0.003, 0.001, -0.006], [-0.001, -0.004, -0.002], [0.014, 0.000, 0.025], [-0.006, -0.002, 0.010], [-0.013, -0.005, 0.002], [0.031, 0.034, -0.065], [-0.023, -0.014, 0.043], [-0.016, -0.005, -0.001], [0.099, 0.020, 0.146]],
  "mulliken_charge": [-1.59, -0.83, 0.89, -0.66, 1.68, -0.78, 0.76, -0.23, -0.83, -0.50, -0.69, -0.34, -0.10, -0.57, -0.62, -0.65, -0.55, -0.18, -0.42, -0.37, 0.36, -1.24, -0.63, 0.51, 1.17, 0.26, -0.99, -0.56, -0.78, -0.61, 0.34, 0.40, 0.38, 0.41, 0.21, 0.45, 0.42, 0.38, 0.48, 0.31, 0.84, 0.24, 0.38, 0.39, 0.14, 0.13, 0.41, 0.38, 0.41, 0.37, -0.38, 0.24, -0.44, 0.59, 0.86, 0.56, -0.39, -1.04, 0.03, -1.00, -0.59, -1.23, -0.52, 1.20, 0.49, 0.50, 0.53, 0.39, 0.50, 0.56, -1.05, -0.97, -0.57, 0.30, 1.27, -0.55, 0.14, -0.49, -1.36, -1.10, -0.64, 2.84, 0.48, 0.43, 0.44, 0.44, 0.44, 0.44, 0.57, -0.13, -0.42, 0.51, -0.37, -0.34, 1.62, -0.79, -0.73, -0.62],
  "de_lowest_kj_mol": 100.7,
  "homo_lumo_gap_ha": 0.22126,
  "total_charge": -1,
  "homo_energy_ev": -4.38
}



Entry 2:
{
  "formula": "C47H35AgF3GeOSb",
  "method": "ωB97M-V/def2-TZVPD",
  "elements": ["Ag", "O", "C", "C", "C", "C", "C", "C", "C", "Sb", "C", "C", "C", "C", "C", "C", "C", "C", "C", "C", "C", "C", "H", "H", "H", "H", "H", "H", "H", "H", "H", "H", "H", "H", "H", "H", "H", "C", "Ge", "C", "C", "C", "C", "C", "C", "C", "C", "C", "C", "C", "C", "C", "C", "C", "C", "C", "C", "H", "H", "H", "H", "H", "H", "H", "H", "H", "H", "H", "H", "H", "H", "H", "H", "F", "C", "F", "F", "C", "C", "C", "C", "C", "C", "C", "C", "H", "H", "H", "H"],
  "coordinates": [[-1.2026, -1.6071, 0.9255], [-2.3745, -1.7048, 3.6590], [-1.6011, -2.1331, 2.9529], [4.1235, 0.3743, -3.5466], [2.7708, 0.0719, -3.6503], [2.1179, -0.5488, -2.5877], [2.7901, -0.8974, -1.4175], [4.1581, -0.6111, -1.3402], [4.8142, 0.0312, -2.3869], [1.6914, -1.8805, 0.1714], [3.4136, -3.6480, -0.1292], [4.0736, -3.9339, -1.3353], [4.7807, -5.1172, -1.5582], [4.8612, -6.0826, -0.5605], [4.2094, -5.8476, 0.6461], [3.5016, -4.6610, 0.8380], [2.8701, -1.2475, 1.8859], [2.8747, -1.9738, 3.0792], [3.5486, -1.5143, 4.2118], [4.2449, -0.3146, 4.1683], [4.2465, 0.4288, 2.9898], [3.5591, -0.0277, 1.8707], [4.6366, 0.8702, -4.3628], [2.2224, 0.3250, -4.5521], [1.0609, -0.7826, -2.6722], [4.7131, -0.8987, -0.4530], [5.8714, 0.2574, -2.3004], [4.0387, -3.2090, -2.1477], [5.2724, -5.2863, -2.5128], [5.4129, -7.0025, -0.7224], [4.2482, -6.5941, 1.4351], [2.9845, -4.5397, 1.7870], [2.3231, -2.9037, 3.1459], [3.5207, -2.0942, 5.1277], [4.7693, 0.0464, 5.0455], [4.7651, 1.3804, 2.9436], [3.5359, 0.5931, 0.9796], [0.3400, -0.0452, 0.7389], [0.0536, 1.7192, 0.2060], [-0.9944, 2.1419, -1.4352], [-2.2479, 2.7580, -1.3141], [-3.0272, 3.0636, -2.4279], [-2.5711, 2.7643, -3.7046], [-1.3327, 2.1537, -3.8543], [-0.5633, 1.8470, -2.7353], [-0.9394, 2.7477, 1.5969], [-1.7340, 2.0582, 2.5171], [-2.4634, 2.7362, 3.4927], [-2.4083, 4.1233, 3.5708], [-1.6218, 4.8302, 2.6657], [-0.9006, 4.1449, 1.6916], [1.7462, 2.7536, 0.0624], [2.3325, 3.3004, 1.2099], [3.5998, 3.8771, 1.1783], [4.3221, 3.9095, -0.0096], [3.7656, 3.3638, -1.1604], [2.4940, 2.7974, -1.1213], [0.7437, 0.1252, 1.7453], [-2.6341, 2.9957, -0.3293], [-3.9974, 3.5294, -2.2934], [-3.1774, 2.9960, -4.5727], [-0.9642, 1.9061, -4.8443], [0.3920, 1.3672, -2.8883], [-1.7725, 0.9776, 2.4604], [-3.0745, 2.1756, 4.1926], [-2.9724, 4.6516, 4.3311], [-1.5716, 5.9130, 2.7193], [-0.2938, 4.7112, 0.9904], [1.7986, 3.2574, 2.1534], [4.0302, 4.2861, 2.0868], [5.3154, 4.3426, -0.0342], [4.3277, 3.3582, -2.0879], [2.0988, 2.3586, -2.0297], [-10.4613, -3.2041, -1.1878], [-9.8755, -1.9903, -1.3138], [-10.5551, -1.1735, -0.4791], [-10.1352, -1.5692, -2.5660], [-8.4153, -2.0289, -1.0085], [-8.0035, -2.3746, 0.2715], [-6.6561, -2.4375, 0.5786], [-5.6731, -2.1562, -0.3848], [-6.1142, -1.7979, -1.6658], [-7.4661, -1.7381, -1.9747], [-4.2792, -2.2233, -0.0668], [-3.0832, -2.3017, 0.1788], [-8.7444, -2.5941, 1.0324], [-6.3327, -2.7036, 1.5765], [-5.3686, -1.5620, -2.4141], [-7.7816, -1.4582, -2.9705]],
  "forces_ev_per_angstrom": [[-0.241, 0.475, -0.897], [-0.481, 0.264, 0.569], [0.390, -0.421, 0.225], [-0.037, -0.051, 0.102], [0.056, -0.028, 0.114], [0.050, -0.092, 0.007], [0.154, 0.183, -0.018], [-0.184, 0.070, -0.136], [-0.133, -0.081, 0.017], [0.300, -0.026, 0.093], [0.159, -0.055, -0.054], [0.025, -0.079, 0.026], [-0.057, 0.063, 0.090], [-0.058, 0.094, 0.016], [-0.031, 0.115, -0.058], [0.077, -0.085, -0.134], [0.079, 0.046, 0.108], [0.049, 0.148, -0.008], [-0.033, 0.029, -0.198], [-0.043, -0.002, -0.139], [-0.071, -0.105, 0.000], [-0.046, -0.103, 0.077], [0.008, -0.001, -0.002], [0.007, -0.006, 0.010], [-0.026, 0.047, -0.026], [-0.011, -0.014, -0.068], [0.000, 0.008, 0.004], [0.011, -0.029, 0.029], [-0.004, 0.012, -0.001], [0.001, -0.008, -0.001], [-0.005, 0.007, 0.007], [-0.005, 0.023, 0.050], [-0.009, -0.029, -0.015], [-0.003, -0.011, 0.004], [0.008, 0.011, 0.008], [0.001, -0.003, 0.004], [-0.021, -0.018, 0.064], [0.217, -0.646, 0.147], [-0.185, 0.301, -0.166], [-0.179, 0.040, -0.169], [0.060, -0.086, -0.128], [0.110, -0.051, 0.069], [0.045, -0.019, 0.062], [0.017, -0.008, 0.126], [-0.131, 0.104, 0.077], [-0.110, 0.134, 0.146], [0.042, 0.293, 0.025], [0.057, 0.001, -0.061], [0.068, -0.068, -0.090], [0.013, -0.157, -0.034], [-0.079, -0.093, 0.047], [0.282, 0.081, -0.114], [0.106, 0.005, -0.132], [-0.092, -0.070, -0.063], [-0.096, -0.044, 0.013], [-0.105, -0.015, 0.075], [0.071, 0.072, 0.185], [0.055, 0.020, 0.114], [0.020, -0.005, -0.019], [0.012, -0.005, 0.005], [0.000, 0.002, -0.001], [0.001, 0.003, 0.017], [0.053, -0.060, 0.008], [-0.013, -0.087, -0.006], [0.018, 0.022, -0.021], [-0.009, -0.003, 0.005], [0.002, -0.019, -0.006], [-0.002, -0.030, 0.010], [-0.012, 0.013, 0.004], [-0.011, -0.006, -0.010], [0.010, 0.007, -0.001], [-0.016, -0.003, 0.011], [0.014, 0.015, 0.016], [-0.120, -0.103, -0.012], [0.376, 0.006, 0.024], [-0.139, 0.083, 0.049], [-0.109, 0.022, -0.055], [-0.111, 0.006, -0.059], [0.162, -0.065, 0.237], [-0.138, -0.017, 0.059], [0.293, -0.012, 0.071], [-0.106, 0.023, -0.118], [0.276, 0.037, -0.075], [-0.482, -0.195, -0.186], [0.001, 0.237, 0.100], [0.033, -0.003, -0.003], [-0.025, -0.002, -0.010], [-0.043, -0.003, -0.006], [0.025, 0.002, -0.022]],
  "mulliken_charge": [-0.90, -0.25, 0.04, -0.44, -0.49, -0.60, 0.21, -0.13, -0.91, 1.00, 0.19, -0.15, -0.71, -0.20, -0.74, -0.24, 0.28, -0.47, -0.65, -0.46, -0.96, 0.24, 0.37, 0.31, 0.46, 0.45, 0.39, 0.16, 0.35, 0.33, 0.35, 0.02, 0.38, 0.35, 0.35, 0.42, 0.29, -0.45, 1.95, -0.31, -0.20, -0.81, -0.43, -0.85, 0.28, -0.64, -0.57, -0.43, -0.37, -0.71, 0.13, -0.14, 0.23, -0.75, -0.55, -0.71, -0.03, 0.49, 0.31, 0.38, 0.35, 0.40, -0.06, 0.10, 0.41, 0.33, 0.36, 0.38, 0.41, 0.39, 0.34, 0.42, 0.05, -0.27, 0.86, -0.27, -0.29, 0.42, -0.63, -0.67, 0.52, -0.64, -0.38, -0.32, -0.31, 0.33, 0.43, 0.46, 0.41],
  "de_lowest_kj_mol": 0.0,
  "homo_lumo_gap_ha": 0.18939,
  "total_charge": -2,
  "homo_energy_ev": -1.07
}